Record 1
Here is a cluster of 11 separate species, C74H144N6O16 in total in a non-equilibrium geometry from the OMol25 dataset. Energies are from wB97M-V/def2-TZVPD.

Computed properties:
Largest force on an atom   5.80 eV Å⁻¹
Multiplicity   2
Total charge   +1
HOMO (alpha / beta)   -9.2028 / -9.2028 eV

CARTESIAN COORDINATES (ANGSTROEM)
1 C -4.033 -3.428 4.766
2 C -2.551 -3.835 4.867
3 C -1.694 -2.526 4.505
4 C -1.742 -1.453 5.663
5 C -1.221 -2.044 6.930
6 C -1.938 -3.366 7.300
7 N -2.038 -4.353 6.177
8 O -2.708 -5.506 6.519
9 C -1.019 -3.977 8.384
10 C -3.352 -3.001 7.888
11 C -2.144 -4.871 3.742
12 H -4.378 -3.219 3.753
13 H -4.389 -2.660 5.453
14 H -4.620 -4.303 5.045
15 H -0.694 -2.848 4.215
16 H -2.113 -2.096 3.595
17 H -2.732 -1.034 5.844
18 H -1.084 -0.642 5.349
19 H -1.392 -1.235 7.640
20 H -0.147 -2.135 6.765
21 H -0.638 -3.197 9.043
22 H -1.575 -4.712 8.966
23 H -0.100 -4.363 7.941
24 H -3.861 -2.161 7.415
25 H -4.050 -3.833 7.800
26 H -3.202 -2.801 8.949
27 H -1.114 -5.216 3.841
28 H -2.261 -4.466 2.737
29 H -2.726 -5.777 3.910
30 H -2.110 -6.183 6.195
31 C -1.943 -4.027 -8.341
32 C -0.690 -3.334 -7.742
33 C -1.083 -2.381 -6.578
34 C 0.079 -2.046 -5.625
35 C 0.587 -3.386 -5.008
36 C 1.103 -4.348 -6.109
37 N 0.189 -4.370 -7.263
38 O 0.647 -5.197 -8.327
39 C 2.354 -3.756 -6.571
40 C 1.271 -5.700 -5.392
41 C -0.058 -2.552 -8.979
42 H -1.676 -4.492 -9.290
43 H -2.739 -3.358 -8.669
44 H -2.352 -4.757 -7.643
45 H -1.494 -1.462 -6.996
46 H -1.909 -2.890 -6.082
47 H -0.165 -1.411 -4.773
48 H 0.821 -1.493 -6.202
49 H -0.173 -3.940 -4.456
50 H 1.329 -3.284 -4.217
51 H 3.121 -3.776 -5.796
52 H 2.920 -4.203 -7.388
53 H 2.404 -2.716 -6.893
54 H 1.911 -5.607 -4.515
55 H 0.410 -6.221 -4.972
56 H 1.655 -6.338 -6.188
57 H 0.960 -2.815 -9.268
58 H 0.047 -1.479 -8.820
59 H -0.740 -2.594 -9.828
60 H 0.153 -6.013 -8.215
61 C -8.662 3.388 -4.140
62 C -7.512 3.144 -3.126
63 C -6.220 3.741 -3.774
64 C -5.031 3.813 -2.886
65 C -5.347 4.358 -1.531
66 C -6.629 3.870 -0.777
67 N -7.773 3.711 -1.764
68 O -8.956 3.167 -1.227
69 C -6.301 2.580 0.086
70 C -6.994 5.009 0.212
71 C -7.204 1.610 -3.170
72 H -8.821 4.450 -4.329
73 H -9.565 2.914 -3.757
74 H -8.554 2.991 -5.150
75 H -6.071 3.153 -4.679
76 H -6.450 4.745 -4.130
77 H -4.253 4.402 -3.372
78 H -4.599 2.833 -2.685
79 H -5.497 5.424 -1.700
80 H -4.467 4.301 -0.891
81 H -5.545 2.891 0.807
82 H -7.265 2.350 0.539
83 H -5.745 1.893 -0.553
84 H -7.955 4.826 0.693
85 H -6.292 5.070 1.043
86 H -6.870 6.019 -0.177
87 H -7.296 1.049 -4.100
88 H -7.969 1.095 -2.589
89 H -6.316 1.265 -2.641
90 H -9.500 3.958 -1.199
91 C 1.521 -1.144 -2.175
92 C 1.039 0.169 -1.581
93 C 0.316 0.867 -2.748
94 C -0.551 2.055 -2.444
95 C -1.595 1.706 -1.363
96 C -0.938 0.965 -0.088
97 N 0.040 -0.064 -0.537
98 O 0.484 -0.782 0.478
99 C -0.219 2.039 0.765
100 C -2.199 0.367 0.590
101 C 2.209 1.015 -1.082
102 H 1.958 -1.015 -3.165
103 H 0.712 -1.850 -2.360
104 H 2.374 -1.561 -1.639
105 H 0.829 0.988 -3.702
106 H -0.339 0.043 -3.030
107 H -0.973 2.321 -3.413
108 H 0.192 2.804 -2.166
109 H -2.286 1.019 -1.852
110 H -1.975 2.688 -1.081
111 H 0.576 1.576 1.349
112 H 0.203 2.924 0.288
113 H -1.032 2.302 1.441
114 H -2.042 -0.270 1.461
115 H -2.941 1.107 0.892
116 H -2.610 -0.370 -0.099
117 H 2.969 1.093 -1.860
118 H 2.622 0.618 -0.155
119 H 2.048 2.073 -0.875
120 H -0.020 -1.591 0.361
121 C 4.073 3.108 1.372
122 C 4.830 2.548 2.583
123 C 6.375 2.804 2.168
124 C 7.355 2.527 3.318
125 C 7.027 3.318 4.581
126 C 5.521 3.263 5.041
127 N 4.591 3.294 3.853
128 O 3.243 3.381 4.111
129 C 5.324 2.032 5.901
130 C 5.332 4.547 5.906
131 C 4.559 1.072 2.622
132 H 4.361 4.128 1.119
133 H 2.995 3.093 1.538
134 H 4.257 2.583 0.435
135 H 6.749 2.119 1.407
136 H 6.590 3.802 1.786
137 H 8.378 2.773 3.032
138 H 7.433 1.476 3.597
139 H 7.371 4.340 4.423
140 H 7.616 2.845 5.367
141 H 5.732 2.023 6.911
142 H 4.250 1.874 5.998
143 H 5.760 1.169 5.397
144 H 6.082 4.796 6.656
145 H 5.359 5.460 5.310
146 H 4.370 4.556 6.417
147 H 5.375 0.588 3.159
148 H 4.595 0.611 1.635
149 H 3.524 0.870 2.898
150 H 3.054 4.189 3.628
151 C 4.766 -2.459 1.385
152 C 4.265 -3.356 2.567
153 C 5.517 -3.526 3.434
154 C 5.312 -4.181 4.798
155 C 4.230 -3.427 5.525
156 C 2.898 -3.031 4.718
157 N 3.299 -2.614 3.338
158 O 2.136 -2.296 2.573
159 C 1.951 -4.274 4.711
160 C 2.233 -1.923 5.504
161 C 3.811 -4.823 1.957
162 H 5.506 -2.949 0.753
163 H 5.372 -1.590 1.637
164 H 4.026 -2.162 0.642
165 H 6.229 -4.046 2.793
166 H 5.986 -2.572 3.673
167 H 6.238 -4.197 5.372
168 H 4.954 -5.188 4.583
169 H 4.673 -2.585 6.056
170 H 3.938 -4.214 6.220
171 H 2.392 -5.180 4.297
172 H 1.480 -4.479 5.673
173 H 1.121 -4.040 4.045
174 H 2.052 -2.264 6.523
175 H 2.808 -1.000 5.578
176 H 1.292 -1.584 5.070
177 H 3.712 -5.632 2.681
178 H 4.540 -5.143 1.213
179 H 2.842 -4.779 1.460
180 H 2.302 -1.378 2.346
181 O -1.369 -2.788 -0.112
182 C -0.669 -3.772 -0.405
183 O -1.033 -4.623 -1.411
184 C -0.061 -5.694 -1.634
185 C 0.757 -5.609 -0.344
186 C 0.767 -4.134 -0.015
187 H 0.643 -5.512 -2.446
188 H -0.469 -6.670 -1.895
189 H 1.789 -5.945 -0.447
190 H 0.308 -6.112 0.512
191 H 1.522 -3.502 -0.481
192 H 0.711 -3.964 1.060
193 O 5.221 2.535 -5.132
194 C 5.568 2.653 -3.953
195 O 6.573 1.936 -3.440
196 C 6.918 2.382 -2.189
197 C 6.204 3.740 -1.994
198 C 5.022 3.614 -2.933
199 H 7.956 2.697 -2.084
200 H 6.484 1.768 -1.400
201 H 6.956 4.429 -2.378
202 H 6.088 3.970 -0.935
203 H 4.838 4.552 -3.455
204 H 4.092 3.143 -2.615
205 O -7.820 -0.474 0.925
206 C -6.939 -1.225 0.567
207 O -7.053 -2.560 0.484
208 C -5.884 -3.292 0.177
209 C -4.759 -2.197 0.393
210 C -5.476 -0.864 0.188
211 H -6.021 -3.658 -0.840
212 H -5.825 -4.084 0.924
213 H -3.883 -2.264 -0.252
214 H -4.333 -2.212 1.396
215 H -5.421 -0.490 -0.835
216 H -5.095 -0.019 0.762
217 O -1.112 5.136 -0.920
218 C -1.850 6.123 -1.043
219 O -2.257 6.402 -2.241
220 C -3.203 7.426 -2.266
221 C -3.764 7.512 -0.853
222 C -2.643 6.955 0.004
223 H -4.040 7.241 -2.939
224 H -2.631 8.327 -2.488
225 H -4.707 6.989 -0.695
226 H -3.926 8.549 -0.560
227 H -2.977 6.331 0.833
228 H -2.051 7.822 0.295
229 O 3.642 6.742 -5.627
230 C 2.750 5.957 -5.210
231 O 2.064 6.314 -4.189
232 C 1.072 5.377 -3.818
233 C 1.338 4.113 -4.704
234 C 2.199 4.672 -5.838
235 H 0.102 5.746 -4.150
236 H 0.862 5.229 -2.758
237 H 0.374 3.796 -5.103
238 H 1.811 3.299 -4.156
239 H 1.647 4.930 -6.742
240 H 3.017 4.041 -6.185



Record 2
Here is the molecule C6H8BFO2 in a non-equilibrium geometry from the OMol25 dataset. Energies are from wB97M-V/def2-TZVPD.

Computed properties:
Largest force on an atom   4.20 eV Å⁻¹
Multiplicity   1
Total charge   0
HOMO   -8.2225 eV
Energy above the lowest of the compared OMol25 structures with the same formula, charge and spin   7.57 kJ/mol

CARTESIAN COORDINATES (ANGSTROEM)
1 C -2.817 0.299 0.197
2 C -2.489 -0.887 0.717
3 C -1.258 -1.593 0.694
4 C -0.054 -0.951 0.578
5 C 0.039 0.505 0.620
6 C 1.064 1.223 0.158
7 F 1.107 2.573 0.123
8 B 2.298 0.669 -0.814
9 O 2.394 -0.617 -1.199
10 O 3.156 1.572 -1.317
11 H -2.370 0.843 -0.593
12 H -3.760 0.567 0.357
13 H -3.210 -1.341 1.425
14 H -1.245 -2.775 0.770
15 H 0.930 -1.393 0.630
16 H -0.769 0.918 1.260
17 H 3.174 -0.773 -1.690
18 H 3.811 1.161 -1.916



Record 3
Here is the molecule C7H10 in a non-equilibrium geometry from the OMol25 dataset. Energies are from wB97M-V/def2-TZVPD.

Computed properties:
Largest force on an atom   2.21 eV Å⁻¹
Multiplicity   1
Total charge   0
HOMO   -9.5591 eV
Energy above the lowest of the compared OMol25 structures with the same formula, charge and spin   300.42 kJ/mol

CARTESIAN COORDINATES (ANGSTROEM)
1 C 1.558 -1.175 -0.146
2 C 0.342 -0.269 -0.018
3 C 0.348 0.801 1.071
4 C -0.715 1.526 0.277
5 C -1.578 0.474 -0.451
6 C -1.047 -0.899 -0.106
7 C -0.242 0.878 -0.984
8 H 1.592 -1.813 0.751
9 H 1.520 -1.852 -1.009
10 H 2.513 -0.635 -0.179
11 H 0.181 0.485 2.102
12 H 1.283 1.375 0.992
13 H -1.120 2.514 0.489
14 H -2.595 0.718 -0.755
15 H -1.412 -1.457 0.758
16 H -1.093 -1.520 -1.013
17 H 0.464 0.849 -1.779



Record 4
Here is a structure of composition C34H55IrN4OP2S in a non-equilibrium geometry from the OMol25 dataset. Energies are from wB97M-V/def2-TZVPD.

Computed properties:
Largest force on an atom   4.30 eV Å⁻¹
Multiplicity   6
Total charge   +3
HOMO (alpha / beta)   -14.0244 / -16.4219 eV
Energy above the lowest of the compared OMol25 structures with the same formula, charge and spin   130.13 kJ/mol

CARTESIAN COORDINATES (ANGSTROEM)
1 C -1.260 2.629 0.863
2 C -0.807 0.974 2.445
3 C -1.997 3.371 1.783
4 C -1.340 1.798 3.469
5 C -1.962 2.988 3.130
6 H -2.572 4.221 1.418
7 H -1.310 1.408 4.486
8 H -2.423 3.627 3.886
9 N -0.484 1.605 1.268
10 P 0.258 2.309 -1.375
11 P -0.058 -1.791 1.813
12 C -1.348 2.855 -0.628
13 H -2.166 2.241 -1.038
14 H -1.618 3.893 -0.848
15 C -0.814 -0.433 2.606
16 H -1.013 -0.703 3.653
17 C -1.532 -3.015 2.316
18 C 1.681 -2.583 2.393
19 C -0.255 1.919 -3.135
20 C 1.305 3.869 -1.109
21 C -1.833 -3.722 0.988
22 H -0.953 -4.266 0.615
23 H -2.649 -4.446 1.128
24 H -2.136 -3.011 0.209
25 C -1.155 -3.997 3.427
26 H -0.298 -4.640 3.213
27 H -0.977 -3.460 4.368
28 H -2.022 -4.656 3.598
29 C -2.763 -2.291 2.891
30 H -3.622 -2.977 2.905
31 H -2.580 -1.977 3.926
32 H -3.063 -1.408 2.326
33 C 1.768 -3.949 1.688
34 H 1.692 -3.814 0.596
35 H 2.744 -4.412 1.910
36 H 0.988 -4.654 1.998
37 C 2.866 -1.745 1.910
38 H 2.876 -1.659 0.813
39 H 2.877 -0.746 2.363
40 H 3.803 -2.253 2.203
41 C 1.759 -2.642 3.918
42 H 0.995 -3.275 4.377
43 H 2.741 -3.056 4.199
44 H 1.682 -1.631 4.344
45 C 2.604 3.726 -1.915
46 H 3.217 4.622 -1.737
47 H 3.198 2.858 -1.594
48 H 2.420 3.663 -2.997
49 C 1.644 4.049 0.384
50 H 0.744 4.212 0.988
51 H 2.198 3.203 0.798
52 H 2.280 4.941 0.480
53 C 0.561 5.145 -1.525
54 H 1.263 5.984 -1.416
55 H 0.221 5.136 -2.563
56 H -0.295 5.353 -0.873
57 C -1.455 0.950 -3.133
58 H -2.378 1.432 -2.789
59 H -1.627 0.605 -4.166
60 H -1.266 0.069 -2.508
61 C 0.904 1.247 -3.888
62 H 1.110 0.245 -3.489
63 H 0.608 1.133 -4.943
64 H 1.825 1.844 -3.862
65 C -0.662 3.206 -3.862
66 H -1.438 3.764 -3.321
67 H 0.198 3.860 -4.060
68 H -1.084 2.926 -4.839
69 Ir 0.713 0.465 -0.123
70 C 2.454 0.914 0.242
71 O 3.577 1.160 0.475
72 N -1.265 -0.407 -0.219
73 C -2.222 -0.488 0.531
74 C -3.657 -0.547 0.221
75 C -3.945 -1.136 -1.018
76 C -4.701 -0.041 1.018
77 C -5.260 -1.282 -1.457
78 H -3.123 -1.475 -1.652
79 C -6.027 -0.211 0.603
80 H -4.446 0.481 1.941
81 C -6.301 -0.827 -0.631
82 H -5.469 -1.747 -2.428
83 H -6.842 0.143 1.245
84 H -7.340 -0.962 -0.942
85 C 4.743 -3.013 -1.259
86 N 3.330 -2.784 -1.545
87 C 2.780 -1.581 -1.747
88 S 1.070 -1.397 -1.392
89 N 3.493 -0.557 -2.237
90 C 4.683 -0.715 -3.070
91 H 5.294 -3.188 -2.192
92 H 4.828 -3.906 -0.630
93 H 5.189 -2.165 -0.718
94 H 2.670 -3.515 -1.286
95 H 2.985 0.321 -2.344
96 H 4.754 0.151 -3.736
97 H 5.585 -0.738 -2.446
98 H 4.633 -1.625 -3.685



Record 5
Here is a structure of composition C6H14P in a non-equilibrium geometry from the OMol25 dataset. Energies are from wB97M-V/def2-TZVPD.

Computed properties:
Largest force on an atom   4.51 eV Å⁻¹
Multiplicity   1
Total charge   +1
HOMO   -13.8910 eV
Energy above the lowest of the compared OMol25 structures with the same formula, charge and spin   242.19 kJ/mol

CARTESIAN COORDINATES (ANGSTROEM)
1 C 0.263 1.037 -0.472
2 C 0.887 0.550 0.707
3 C 2.045 -0.369 0.719
4 C 0.587 1.038 2.112
5 C -2.473 0.024 -0.767
6 C -0.407 -1.572 -1.724
7 P -0.865 -0.722 -0.163
8 H -0.277 1.865 -0.333
9 H 0.750 0.937 -1.484
10 H 2.510 -0.619 -0.222
11 H 1.907 -1.220 1.380
12 H 2.720 0.158 1.264
13 H 0.905 0.348 2.872
14 H -0.445 1.460 2.249
15 H 1.191 2.026 2.269
16 H -3.179 -0.824 -0.801
17 H -2.433 0.546 -1.740
18 H -2.835 0.677 0.054
19 H -1.165 -2.264 -2.077
20 H 0.379 -2.236 -1.451
21 H -0.063 -0.839 -2.392



Record 6
Here is a structure of composition C9H26BiClINOP2 in a non-equilibrium geometry from the OMol25 dataset. Energies are from wB97M-V/def2-TZVPD.

Computed properties:
Largest force on an atom   2.28 eV Å⁻¹
Multiplicity   1
Total charge   +2
HOMO   -14.2585 eV
Energy above the lowest of the compared OMol25 structures with the same formula, charge and spin   0.00 kJ/mol

CARTESIAN COORDINATES (ANGSTROEM)
1 C -1.177 -0.026 -4.532
2 I -2.307 0.497 -2.678
3 H -0.090 0.052 -4.557
4 H -1.600 0.697 -5.231
5 H -1.489 -1.020 -4.828
6 Bi -0.140 -0.065 -0.652
7 P 0.184 2.662 -0.544
8 C -1.377 3.578 -0.424
9 C 1.229 3.283 0.827
10 H 1.362 4.374 0.730
11 H 1.017 4.421 -1.994
12 H 2.211 2.788 0.790
13 H 1.976 2.903 -2.150
14 H -1.894 3.323 0.519
15 H 0.757 3.065 1.797
16 C 0.961 3.322 -2.051
17 H -1.168 4.668 -0.441
18 H 0.370 3.033 -2.937
19 H -2.039 3.317 -1.272
20 P 0.160 -2.817 -0.143
21 C -1.345 -3.781 0.149
22 C 0.980 -3.727 -1.479
23 H 2.189 -2.707 1.181
24 H 1.326 -4.270 1.382
25 H 0.739 -2.803 2.225
26 C 1.210 -3.180 1.310
27 H 1.991 -3.327 -1.628
28 H 1.034 -4.787 -1.208
29 H -1.065 -4.836 0.278
30 H -2.016 -3.678 -0.715
31 H 0.410 -3.614 -2.407
32 H -1.859 -3.418 1.053
33 Cl 2.431 -0.045 -0.296
34 C -1.289 0.290 3.861
35 C -0.307 0.209 2.755
36 N 1.001 0.177 3.034
37 O -0.749 0.170 1.568
38 H -0.775 0.331 4.834
39 H -1.937 -0.587 3.824
40 H -1.902 1.183 3.730
41 H 1.713 0.117 2.305
42 H 1.276 0.231 4.014



Record 7
Here is a structure of composition C10H17Cl2NTc in a non-equilibrium geometry from the OMol25 dataset. Energies are from wB97M-V/def2-TZVPD.

Computed properties:
Largest force on an atom   3.75 eV Å⁻¹
Multiplicity   4
Total charge   0
HOMO (alpha / beta)   -5.9902 / -8.6918 eV

CARTESIAN COORDINATES (ANGSTROEM)
1 Tc 0.079 0.123 -0.103
2 Cl -0.224 2.284 -0.829
3 Cl 0.236 0.696 2.175
4 C 1.870 -0.437 -0.211
5 H 2.454 -1.017 -0.969
6 H 2.597 -0.181 0.600
7 C -1.339 -0.564 -1.915
8 C -0.094 -1.215 -1.998
9 H -2.154 -1.028 -1.346
10 C 0.861 -0.891 -3.127
11 H 0.028 -2.218 -1.579
12 C 0.642 0.517 -3.681
13 H 1.906 -1.021 -2.827
14 H 0.683 -1.613 -3.946
15 C -0.817 0.687 -4.093
16 H 0.914 1.275 -2.935
17 H 1.280 0.663 -4.561
18 C -1.792 0.473 -2.923
19 H -0.960 1.685 -4.519
20 H -1.053 -0.044 -4.879
21 H -1.982 1.446 -2.444
22 H -2.760 0.149 -3.337
23 C -0.454 -2.918 4.071
24 C -0.639 -3.470 2.637
25 C -0.459 -2.465 1.609
26 N -0.624 -1.659 0.768
27 H 0.572 -2.574 4.219
28 H -0.662 -3.662 4.849
29 H -1.123 -2.072 4.247
30 H 0.056 -4.304 2.471
31 H -1.653 -3.887 2.525



Record 8
Here is a cluster of 2 separate species, C3H10NS2 in total in a non-equilibrium geometry from the OMol25 dataset. Energies are from wB97M-V/def2-TZVPD.

Computed properties:
Largest force on an atom   1.04 eV Å⁻¹
Multiplicity   1
Total charge   +1
HOMO   -13.2155 eV
Energy above the lowest of the compared OMol25 structures with the same formula, charge and spin   179.40 kJ/mol

CARTESIAN COORDINATES (ANGSTROEM)
1 C 1.158 -0.157 -1.908
2 C 0.680 0.207 -0.475
3 C -0.287 -0.792 -0.008
4 N 1.709 0.402 0.499
5 S -0.050 -1.490 1.478
6 S -2.759 0.991 1.699
7 H 1.773 0.650 -2.298
8 H 1.753 -1.067 -1.875
9 H 0.312 -0.303 -2.571
10 H 0.118 1.154 -0.567
11 H -1.099 -1.095 -0.650
12 H 2.281 1.219 0.324
13 H 2.313 -0.405 0.625
14 H -4.086 1.029 1.649
15 H -1.130 -2.299 1.474
16 H -2.688 1.955 2.604